Molecular formula: C38H60N10O6P2SSc
Method: DFT, ωB97M-V/def2-TZVPD

XYZ file:
```
118
Properties=species:S:1:pos:R:3:forces:R:3:nbo_charge:R:1
Sc -0.79858 -0.47371 0.31878 0.39 -0.65 -0.32 1.92
N -4.60867 -3.38114 -1.82812 0.05 0.04 0.03 -0.53
C -3.54554 -3.10305 -1.07408 0.05 -0.09 -0.08 0.35
N -3.13808 -1.91051 -0.76313 0.05 0.24 0.18 -0.57
C -3.88219 -0.83325 -1.22322 0.13 0.04 0.29 0.43
N -3.71888 0.35220 -0.71660 -0.42 0.22 -0.44 -0.35
N -2.83866 0.37680 0.32308 0.01 0.17 0.47 -0.36
C -3.14363 1.14011 1.30351 -0.20 -0.18 -0.20 0.13
C -2.40642 0.97925 2.55195 0.09 -0.13 0.36 0.15
C -2.69908 1.74291 3.67130 -0.07 0.01 -0.16 -0.19
C -2.09232 1.43102 4.87789 0.11 -0.08 0.03 -0.12
C -1.22368 0.35129 4.92510 -0.09 0.05 0.02 -0.23
C -0.97197 -0.35210 3.75695 0.12 -0.16 0.00 0.07
N -1.53261 -0.05136 2.58721 -0.03 0.16 -0.30 -0.53
C -4.92585 -1.04324 -2.20818 -0.12 -0.26 -0.13 -0.18
C -5.61654 0.00232 -2.83057 0.06 -0.01 0.05 -0.13
C -6.69328 -0.27211 -3.64257 0.00 0.10 -0.03 -0.19
C -7.10975 -1.59099 -3.84062 0.06 -0.05 0.02 -0.13
C -6.43108 -2.63755 -3.25206 0.00 -0.13 -0.03 -0.25
C -5.33355 -2.36221 -2.44420 -0.03 0.39 -0.05 0.24
H -4.89021 -4.33774 -1.97750 0.04 -0.06 0.03 0.44
H -2.98533 -3.95503 -0.70801 -0.08 -0.01 0.01 0.19
H -4.02511 1.77372 1.26551 -0.02 -0.01 -0.05 0.24
H -3.40893 2.55543 3.58932 0.01 0.00 0.02 0.25
H -2.30359 2.00340 5.77141 -0.04 0.01 -0.01 0.26
H -0.76477 0.04158 5.85378 0.01 -0.01 -0.01 0.25
H -0.31123 -1.21111 3.77002 0.05 0.06 -0.06 0.21
H -5.29341 1.01692 -2.64369 -0.06 0.02 -0.01 0.24
H -7.23070 0.53598 -4.11925 0.01 -0.01 0.00 0.25
H -7.97119 -1.79656 -4.46113 0.01 0.00 -0.01 0.25
H -6.74504 -3.66231 -3.41070 -0.02 0.02 -0.01 0.24
C 2.80775 -1.87802 4.98917 -0.06 0.13 -0.14 -0.63
C 2.69023 -1.82192 3.48186 0.14 -0.46 0.15 0.12
C 3.68797 -2.71461 2.77168 -0.05 0.14 -0.02 -0.64
O 2.92438 -0.42346 3.08388 -0.33 0.42 -0.17 -0.84
P 2.18064 0.29620 1.91109 0.66 -0.04 0.29 2.51
O 1.06218 -0.52935 1.35478 -0.20 -0.09 0.10 -1.17
C 1.57826 1.88335 2.55480 -0.19 -0.37 -0.58 -1.23
P 0.50535 2.61398 1.27593 0.24 0.82 0.09 2.50
O -0.23578 1.58582 0.47724 -0.24 -0.31 -0.25 -1.17
O -0.53878 3.57228 1.93806 0.11 -0.38 -0.04 -0.83
C -0.15032 4.85871 2.55713 0.02 0.47 0.23 0.10
C -0.27534 4.74601 4.06277 0.00 -0.17 -0.14 -0.63
C -1.05307 5.92598 1.97628 0.05 -0.18 -0.09 -0.63
O 1.50867 3.45783 0.42754 -0.04 -0.32 0.18 -0.84
C 1.10249 4.04481 -0.86906 0.04 0.20 -0.42 0.11
C 1.71703 5.42501 -0.94110 -0.07 -0.08 0.17 -0.63
C 1.56202 3.12814 -1.98660 0.01 -0.01 0.25 -0.62
O 3.20734 0.62187 0.78136 -0.15 0.14 0.18 -0.84
C 4.58381 1.09458 1.10648 0.51 -0.05 -0.04 0.11
C 5.53371 -0.00149 0.67447 -0.19 -0.03 0.08 -0.63
C 4.85104 2.40366 0.39824 -0.26 -0.15 -0.03 -0.64
H 2.63664 -2.89791 5.33179 0.02 -0.01 0.01 0.24
H 2.07355 -1.22528 5.46292 0.02 -0.01 0.03 0.21
H 3.80430 -1.56759 5.30130 0.00 -0.02 0.03 0.24
H 1.68213 -2.08663 3.15781 -0.02 0.09 0.00 0.18
H 4.70283 -2.51791 3.11794 0.00 0.02 -0.02 0.24
H 3.64387 -2.56299 1.69014 -0.01 -0.04 0.01 0.21
H 3.45341 -3.75752 2.98606 0.01 -0.01 0.01 0.24
H 2.40975 2.55574 2.77290 0.01 0.01 -0.02 0.31
H 1.01224 1.70441 3.46998 -0.09 0.00 -0.02 0.30
H 0.88780 5.06187 2.28251 -0.02 -0.08 -0.06 0.19
H -1.31919 4.60665 4.34389 -0.01 -0.02 0.04 0.22
H 0.08286 5.66421 4.52648 -0.01 0.02 -0.01 0.25
H 0.31674 3.91827 4.45745 0.00 0.02 0.02 0.20
H -2.08139 5.77508 2.30558 0.00 0.02 -0.01 0.22
H -1.02882 5.90781 0.88636 0.01 0.04 0.01 0.22
H -0.71980 6.90758 2.31038 -0.02 0.01 0.03 0.25
H 0.01061 4.11967 -0.87163 0.00 -0.02 0.09 0.19
H 2.80520 5.36126 -0.94843 0.00 -0.01 0.00 0.23
H 1.40708 6.03188 -0.09010 0.00 0.04 -0.04 0.22
H 1.39319 5.92393 -1.85362 0.00 -0.01 -0.02 0.25
H 2.64997 3.11499 -2.04554 0.02 0.02 0.01 0.22
H 1.17037 3.49379 -2.93568 0.00 -0.02 -0.02 0.24
H 1.20980 2.10960 -1.82008 -0.02 0.00 -0.07 0.21
H 4.64281 1.22850 2.19010 -0.07 -0.01 -0.02 0.19
H 5.42553 -0.17918 -0.39620 0.06 0.00 -0.01 0.22
H 5.33259 -0.92784 1.21332 0.05 0.03 -0.03 0.22
H 6.55952 0.30181 0.87736 0.02 -0.01 -0.01 0.25
H 4.80512 2.26332 -0.68224 0.00 0.02 -0.01 0.22
H 5.85064 2.75137 0.65619 0.00 -0.02 0.02 0.25
H 4.13369 3.16725 0.68624 -0.06 0.10 0.01 0.22
C 2.24009 -1.65454 -1.37177 -0.07 0.00 -0.01 -0.40
N 1.75612 -3.02029 -1.27935 -0.10 0.08 0.07 -0.42
C 2.38660 -3.91985 -2.24067 0.03 -0.06 -0.10 -0.41
C 0.74862 -3.42650 -0.47061 0.25 -0.02 0.14 0.69
N -0.20839 -2.61158 -0.03770 -0.08 0.34 -0.04 -0.97
N 0.74898 -4.74330 -0.13689 -0.12 -0.10 -0.18 -0.43
C -0.48195 -5.43965 0.19956 0.04 0.04 0.06 -0.41
C 1.98085 -5.48302 0.12786 0.04 -0.05 0.06 -0.41
H 3.32028 -1.64836 -1.21128 0.00 0.03 0.00 0.22
H 1.79045 -1.02956 -0.61494 -0.01 -0.02 0.02 0.22
H 2.04088 -1.23190 -2.35807 -0.01 -0.02 -0.05 0.21
H 2.45745 -3.40305 -3.19927 -0.02 0.02 0.02 0.22
H 1.78842 -4.81472 -2.37976 0.01 0.00 0.00 0.23
H 3.39750 -4.20188 -1.94103 -0.02 0.00 0.01 0.22
H -0.78989 -3.12927 0.61667 0.01 0.00 0.05 0.38
H -1.30331 -5.05037 -0.39866 0.03 -0.04 0.00 0.19
H -0.73797 -5.37056 1.26209 0.02 0.01 0.00 0.20
H -0.35884 -6.49237 -0.04808 -0.03 -0.01 0.01 0.24
H 2.81672 -4.79721 0.24379 -0.02 -0.01 -0.03 0.22
H 2.21125 -6.20473 -0.65709 -0.01 0.01 0.01 0.22
H 1.86183 -6.03106 1.06303 -0.02 0.03 0.02 0.22
N -1.09713 -0.50465 -7.11618 0.11 -0.24 0.18 -0.74
C -1.42661 0.46484 -6.25471 -0.32 0.70 -0.56 0.05
S -2.06019 1.89613 -6.77693 0.12 -0.29 0.21 -0.04
C -1.22689 0.20085 -4.80070 0.12 -0.28 0.49 -0.03
C -0.86951 -1.05093 -4.29010 -0.06 0.16 -0.13 -0.20
C -0.73716 -1.22745 -2.92746 0.00 -0.21 0.07 0.05
N -0.90777 -0.24582 -2.03391 0.05 0.29 0.34 -0.58
C -1.25381 0.95838 -2.52346 0.05 0.07 0.10 0.05
C -1.42319 1.21483 -3.86428 0.00 -0.01 -0.19 -0.16
H -1.23307 -0.33331 -8.09952 0.00 0.03 -0.02 0.43
H -0.65696 -1.36721 -6.84936 0.01 0.03 -0.02 0.39
H -0.70448 -1.90589 -4.93077 -0.04 -0.03 0.05 0.22
H -0.50652 -2.20529 -2.52856 0.06 0.01 0.06 0.22
H -1.40879 1.74749 -1.79809 0.02 -0.02 0.00 0.22
H -1.71636 2.19734 -4.20515 -0.01 0.02 -0.01 0.26
```
Positions in Å, forces in eV/Å.

As for the HOMO energy: -14.3 eV. As for the net charge: +3. As for the total energy: -4324.25359 hartree.